[1]
18
Properties=species:S:1:pos:R:3:forces:R:3 method="wB97M-V/def2-TZVPD" smiles=C[Si]1(C)NCCS1 e_above_lowest_ev=1.1690 homo_lumo_gap_ev=9.2
C 1.883630 -0.839926 0.680640 -1.96 1.32 -2.90
Si -0.053379 -0.631882 0.532029 0.78 3.38 -0.63
C -0.920734 -1.430855 2.019255 -0.63 2.00 -0.50
N -0.368693 1.501995 0.082826 -0.30 -3.50 1.62
C -0.146227 1.630534 -1.352927 2.51 -1.95 1.17
C -1.101990 0.614323 -2.013400 0.31 1.16 -0.31
S -0.786851 -1.033792 -1.392291 -0.19 -1.49 -0.31
H 2.103024 -1.391019 1.507040 0.80 -1.83 2.26
H 2.293977 -1.289242 -0.265080 -0.25 0.61 1.03
H 2.232903 0.174166 0.866530 0.37 0.05 -0.33
H -0.163245 -1.958814 2.571217 0.07 -0.61 0.16
H -1.269771 -0.567608 2.704796 0.03 -1.54 -1.15
H -1.724238 -2.061042 1.561233 0.48 0.51 1.01
H 0.330878 1.865292 0.714707 0.34 0.66 -0.48
H 1.005747 1.372337 -1.586589 -2.35 0.25 -0.14
H -0.258554 2.645641 -1.655355 -0.59 0.78 -0.45
H -2.179614 0.835201 -1.902210 0.66 0.22 0.19
H -0.876862 0.564690 -3.072421 -0.07 -0.04 -0.26


[2]
24
Properties=species:S:1:pos:R:3:forces:R:3 method="wB97M-V/def2-TZVPD" e_above_lowest_ev=7.3771 homo_lumo_gap_ev="7.3 / 7.6"
C -0.191917 1.171481 0.269268 1.08 -1.74 0.66
C 0.639470 -0.710605 0.308424 -1.27 3.62 1.11
C -1.301284 -1.886040 -0.425442 -0.17 -0.45 -0.03
C 0.563318 1.859857 -0.837282 -0.01 0.05 0.04
C 0.237768 1.562953 1.663530 -0.13 0.41 0.02
C -1.686614 1.194887 0.089521 -0.06 0.06 0.04
N -0.087507 -1.150765 -0.712496 1.77 -2.59 -1.54
C 1.416626 -2.708750 -0.976561 -0.51 0.73 -0.49
C 2.575557 -3.039668 -1.180506 -0.59 -0.05 0.17
H 1.651137 -0.368978 0.120887 -0.16 -0.19 -0.19
H 0.470228 -1.111691 1.309499 -0.02 0.00 0.02
H -1.254888 -2.842053 -0.947021 0.04 0.17 0.08
H -1.454888 -2.081784 0.641496 -0.01 0.09 -0.03
H -2.154000 -1.360917 -0.862025 0.11 0.17 0.19
H 1.642535 1.832389 -0.678096 -0.05 -0.04 0.01
H 0.337586 1.417387 -1.807753 0.02 -0.02 0.03
H 0.268030 2.917935 -0.869924 -0.02 -0.10 0.00
H 1.313922 1.461184 1.811200 -0.03 -0.02 -0.04
H -0.018650 2.618950 1.828483 0.04 -0.04 0.05
H -0.280294 0.982327 2.429602 0.02 0.00 -0.07
H -2.048265 2.216510 0.273912 0.13 -0.04 -0.01
H -2.200461 0.554133 0.808574 0.03 -0.04 -0.09
H -1.984227 0.939029 -0.927487 0.01 -0.11 0.05
H 3.546819 -3.467773 -1.329803 -0.21 0.16 0.04


[3]
12
Properties=species:S:1:pos:R:3:forces:R:3 method="wB97M-V/def2-TZVPD" smiles="O=C[C@H]1CN1C=O" e_above_lowest_ev=1.9163 homo_lumo_gap_ev=10.8
O 2.946212 -0.014061 -0.253283 -0.41 -0.03 -0.17
C 1.793315 -0.054697 -0.598057 0.39 0.07 0.17
C 0.639832 0.186415 0.318439 0.14 -0.04 0.17
C -0.456224 1.128145 -0.119195 -0.15 0.24 -0.11
N -0.606678 -0.285223 -0.205869 -0.21 -0.09 -0.11
C -1.530695 -1.137649 0.364130 -0.23 0.13 0.05
O -2.724207 -0.978487 0.306446 0.48 -0.07 0.15
H 1.477247 -0.294623 -1.636901 0.14 0.09 0.07
H 0.835073 0.139334 1.387278 0.03 -0.08 -0.11
H -0.363153 1.671102 -1.056878 -0.01 -0.11 0.11
H -0.977283 1.657085 0.677917 0.04 -0.15 -0.14
H -1.033441 -2.017339 0.815976 -0.21 0.04 -0.06


[4]
11
Properties=species:S:1:pos:R:3:forces:R:3 method="wB97M-V/def2-TZVPD" smiles=Cc1cn[nH]n1 e_above_lowest_ev=1.0460 homo_lumo_gap_ev=10.8
C 0.759148 1.366161 0.551292 -0.01 -0.03 0.02
C 0.113367 0.249843 -0.185431 -0.06 -0.10 0.14
C 0.500286 -1.096447 -0.096729 0.02 -0.13 -0.06
N -0.519390 -1.860728 -0.465496 0.05 0.19 -0.15
N -1.450312 -0.979163 -0.772769 -0.20 -0.15 -0.14
N -1.141937 0.298708 -0.614468 0.21 -0.22 0.09
H 0.440334 1.078935 1.552844 0.32 0.80 0.46
H 1.851322 1.351405 0.516663 -0.18 -0.05 -0.11
H 0.387546 2.359042 0.290151 -0.02 -0.23 0.03
H 1.439756 -1.504418 0.252851 -0.20 -0.05 -0.13
H -2.380120 -1.263337 -1.028908 0.06 -0.01 -0.12


[5]
7
Properties=species:S:1:pos:R:3:forces:R:3 method="wB97M-V/def2-TZVPD" e_above_lowest_ev=3.4062 homo_lumo_gap_ev="8.0 / 8.0" total_charge=-1
N 0.990198 0.518172 -0.093994 3.20 1.16 0.85
O -1.728707 1.091890 -0.346614 0.82 0.30 0.15
O -1.251627 -0.985980 1.091911 -0.03 -0.14 1.54
O -0.321424 -0.944247 -1.213599 -0.22 1.25 0.93
O 0.896186 0.447962 1.047402 0.25 0.40 0.22
F 2.400193 0.030422 -0.404026 -0.12 -0.05 -0.57
P -0.984816 -0.158220 -0.081083 -3.89 -2.92 -3.13


[6]
71
Properties=species:S:1:pos:R:3:forces:R:3 method="wB97M-V/def2-TZVPD" homo_lumo_gap_ev=7.5
Na 9.217310 -30.916650 27.812640 0.77 -0.32 -0.64
Cs 5.546099 -31.648821 25.181668 0.17 0.26 0.10
S 8.618509 -29.833912 24.260602 0.80 -1.74 3.15
O 8.580669 -30.508451 25.611438 -0.45 -0.12 -0.88
O 8.517082 -28.436088 24.494414 -1.72 2.98 0.06
O 9.914962 -29.993888 23.676778 1.25 -1.77 -1.43
O 7.534500 -30.333080 23.446213 -1.17 -0.53 -0.43
C 5.251498 -28.531713 21.421002 -1.49 2.59 -1.51
O 4.275826 -28.043299 20.845162 0.70 -0.57 0.49
N 5.511997 -29.775409 21.642288 -1.08 -6.13 0.66
N 6.298457 -27.850290 21.870098 1.53 3.24 0.67
H 4.831021 -30.491078 21.435228 -0.11 0.35 -0.23
H 6.271602 -30.087629 22.232344 -0.11 0.41 -0.42
H 7.036794 -28.303804 22.383647 0.04 0.25 -0.35
H 6.436812 -26.936563 21.465794 0.07 -0.05 0.38
C 10.691334 -25.970781 25.497012 3.32 1.50 -0.40
O 11.244946 -24.884069 25.634489 -0.33 0.73 0.56
N 9.420123 -26.180974 25.426174 -2.69 0.91 0.63
N 11.432184 -27.050637 25.315786 1.39 -2.03 -0.08
H 9.111243 -27.054855 25.010986 -0.60 1.05 0.40
H 8.988233 -25.282361 25.585643 -1.16 -0.57 -0.44
H 12.429443 -26.910808 25.354777 -0.22 -0.43 -0.15
H 10.986961 -27.944911 25.189938 0.61 0.04 0.10
C 13.274565 -31.521588 22.150209 1.21 0.17 3.49
O 14.116166 -31.134654 23.014679 -0.85 -0.25 -1.96
N 11.973680 -31.355688 22.264828 -2.65 1.47 1.42
N 13.460807 -32.346283 21.162858 2.41 -2.59 -3.60
H 11.602057 -30.874426 23.069444 -0.02 -0.30 -0.45
H 11.317619 -31.737702 21.602054 -0.01 0.34 0.17
H 14.349678 -32.703304 20.846950 0.10 0.45 0.42
H 12.696510 -32.635944 20.573149 0.11 0.21 0.15
C 9.033422 -31.322287 20.277339 0.25 1.52 -4.00
O 8.795789 -31.959946 19.278994 0.56 -1.16 -2.19
N 8.627645 -31.722271 21.411688 -1.06 -1.77 5.31
N 9.630014 -30.123228 20.257205 0.73 1.21 -0.53
H 8.302375 -32.676756 21.421431 -0.43 0.37 0.16
H 8.271605 -31.001506 22.026543 0.12 -0.87 0.38
H 9.805327 -29.572806 21.083097 0.06 -0.13 -0.20
H 9.759614 -29.708305 19.347032 0.07 0.13 0.26
C 12.606958 -30.538012 26.142718 -2.49 -0.06 0.99
O 11.783091 -30.598901 27.068442 -0.43 0.15 0.45
N 12.309899 -30.121995 24.921580 -0.10 0.76 -0.38
N 13.841654 -30.967575 26.214517 2.69 -0.76 0.49
H 11.352673 -29.923471 24.677442 0.28 0.16 -0.04
H 13.127189 -29.991247 24.342355 -0.66 0.15 -0.85
H 14.347357 -30.943677 27.086224 -0.11 -0.20 -0.23
H 14.312848 -30.978798 25.321377 0.66 -0.19 0.38
C 9.995387 -33.427150 26.014380 -0.31 -0.62 1.24
O 9.366405 -33.205458 27.059125 -0.38 0.94 0.56
N 10.292047 -32.592619 25.079118 -0.29 2.49 -1.16
N 10.473744 -34.610994 25.750646 1.02 -4.75 0.44
H 9.950710 -31.671593 25.313993 0.30 0.36 -1.07
H 10.827100 -32.902976 24.284071 0.00 0.81 0.08
H 10.486901 -35.302006 26.485416 -0.22 0.12 -0.13
H 10.838811 -34.928269 24.866600 0.01 0.43 0.16
C 6.132279 -27.914088 26.671796 -4.87 1.81 -0.50
O 5.196718 -27.795825 27.431610 -1.36 -0.28 2.24
N 5.936757 -27.510894 25.416770 0.88 0.10 -2.48
N 7.262951 -28.413694 26.961050 3.89 -1.81 1.33
H 6.727408 -27.635190 24.801918 -0.49 0.22 -0.54
H 4.996869 -27.457497 25.057310 0.25 0.24 0.17
H 7.413963 -28.608143 27.938519 0.29 0.07 -0.31
H 7.849580 -28.638340 26.172838 0.74 0.04 0.82
C 10.673244 -27.352035 21.580002 0.72 1.62 -4.40
O 10.998844 -26.890809 20.479494 0.46 0.26 0.16
N 9.561798 -27.031034 22.148055 -4.16 0.56 2.58
N 11.369531 -28.264202 22.190340 2.88 -2.47 1.34
H 8.850891 -26.428878 21.764989 0.64 -0.02 -0.40
H 9.266389 -27.604587 22.921900 -0.07 0.48 0.19
H 12.238997 -28.456639 21.715824 -0.13 -0.29 0.15
H 10.967255 -28.959471 22.815272 0.24 0.79 -0.34


[7]
10
Properties=species:S:1:pos:R:3:forces:R:3 method="wB97M-V/def2-TZVPD" e_above_lowest_ev=0.6957 homo_lumo_gap_ev="3.3 / 9.1" total_charge=-1 spin_multiplicity=2
C -0.253182 -1.562865 0.752086 -0.21 -0.19 -0.87
N 0.468645 -0.347975 0.381431 -0.73 -1.75 0.63
C 0.035167 0.442180 -0.628853 0.27 1.54 -0.20
N -0.202516 1.722220 -0.506109 1.21 -0.35 0.40
H -1.336542 -1.450609 0.641422 -0.14 0.17 0.13
H -0.034771 -1.802916 1.798783 0.16 -0.18 0.09
H -0.002410 -2.388736 0.093276 0.14 -0.34 0.12
H 1.052165 -0.140361 1.174791 0.04 1.52 -0.17
H 0.005054 -0.024231 -1.619676 0.00 -0.26 0.11
H -0.010371 2.184966 -1.395005 -0.74 -0.16 -0.25


[8]
62
Properties=species:S:1:pos:R:3:forces:R:3 method="wB97M-V/def2-TZVPD" e_above_lowest_ev=0.0410 homo_lumo_gap_ev=7.3
Au -0.706920 -1.377840 -0.139282 -0.03 0.06 -0.18
N -1.155207 -3.476870 2.542743 -0.02 -0.01 0.03
C -0.801903 -2.184453 2.810844 0.00 0.05 -0.02
N -0.600792 -1.690128 4.016475 -0.06 -0.02 0.00
N -0.290209 -0.395317 3.810835 0.06 0.03 -0.02
N -0.289581 -0.111960 2.563559 -0.01 0.05 0.02
N -0.619780 -1.239633 1.884566 0.07 -0.04 0.03
C -1.190891 -4.034104 1.287112 0.06 -0.07 -0.04
N -1.402259 -5.309248 1.056936 -0.02 0.01 0.00
N -1.349474 -5.426423 -0.290987 0.00 0.03 0.00
N -1.119146 -4.299561 -0.847142 0.01 -0.02 -0.02
N -1.006458 -3.373925 0.138525 -0.02 0.02 0.08
H -1.257698 -4.103500 3.323741 0.01 0.00 0.00
S -0.900453 -1.608848 -2.421114 0.03 -0.01 0.05
C -1.188183 0.012560 -3.055528 0.01 0.05 0.00
C -1.512613 0.112957 -4.413757 -0.01 -0.01 0.03
C -1.786244 1.344692 -4.975055 0.00 0.02 0.00
C -1.752647 2.508425 -4.208653 0.01 0.00 -0.02
C -1.421712 2.424394 -2.870703 -0.02 -0.03 0.01
C -1.131775 1.182978 -2.307261 0.00 -0.02 -0.04
As -0.641450 0.990611 -0.476433 -0.08 0.02 0.11
C -2.030778 1.803957 0.565809 -0.03 -0.05 -0.02
C -3.222949 1.101929 0.712826 0.01 0.01 0.01
C -4.261678 1.661614 1.437573 0.00 0.01 0.00
C -4.108157 2.916819 2.012217 0.00 -0.01 0.00
C -2.920138 3.614656 1.858675 0.00 0.01 0.00
C -1.874529 3.060616 1.132838 0.03 0.00 -0.01
C 0.956470 2.023531 -0.216015 0.01 0.01 0.00
C 1.558742 2.615155 -1.321584 0.00 -0.01 -0.02
C 2.699616 3.385167 -1.149542 0.00 -0.01 0.00
C 3.238352 3.553684 0.117503 0.00 0.01 0.01
C 2.635516 2.958073 1.217549 0.00 0.00 0.01
C 1.490015 2.192730 1.059519 -0.01 -0.04 -0.02
H -1.559820 -0.784911 -5.016712 0.00 0.00 0.00
H -2.040597 1.400940 -6.025572 0.00 0.00 0.00
H -1.984460 3.465833 -4.654385 0.00 0.00 0.00
H -1.390500 3.317906 -2.257247 0.00 0.00 0.00
H -3.341391 0.118696 0.270654 0.00 0.00 0.01
H -5.187535 1.115698 1.559863 0.00 0.00 0.00
H -4.917542 3.349360 2.585348 0.00 0.00 0.00
H -2.800932 4.590866 2.309560 0.00 0.00 0.00
H -0.944883 3.603971 1.022630 0.02 0.00 0.00
H 1.152802 2.470141 -2.314382 0.02 0.00 0.01
H 3.170201 3.844704 -2.008620 0.00 0.00 0.00
H 4.131799 4.150169 0.248867 0.00 0.00 0.00
H 3.056854 3.086142 2.205867 0.00 0.00 0.00
H 1.021071 1.716402 1.910290 -0.02 0.00 0.02
C 2.172321 -4.708589 0.801391 0.00 0.02 0.00
C 2.366682 -3.283855 1.269947 -0.03 -0.04 -0.02
O 2.277013 -2.416181 0.148896 0.08 -0.06 0.03
C 2.887761 -1.159356 0.361019 -0.04 0.04 -0.04
C 3.070219 -0.493634 -0.984305 -0.01 -0.01 0.01
H 2.118090 -5.385532 1.654777 0.00 0.00 0.00
H 3.003869 -5.013893 0.166242 0.00 0.00 0.00
H 1.255978 -4.810773 0.223165 -0.01 0.00 0.00
H 3.351070 -3.169328 1.739501 0.00 0.00 0.00
H 1.619622 -3.001621 2.023259 0.00 0.00 0.00
H 3.860758 -1.295895 0.849428 0.00 0.00 0.01
H 2.272434 -0.544619 1.034393 0.00 0.00 0.01
H 3.737666 -1.088481 -1.607750 0.00 0.00 0.00
H 3.490847 0.505219 -0.863727 0.00 0.02 -0.01
H 2.115499 -0.412138 -1.509215 0.00 0.00 0.01


| no. | energy (Ha) |
| --- | --- |
| 1 | -901.4355 |
| 2 | -368.3016 |
| 3 | -360.5990 |
| 4 | -281.5516 |
| 5 | -796.9482 |
| 6 | -2684.0075 |
| 7 | -189.2192 |
| 8 | -4267.1988 |